151
Properties=species:S:1:pos:R:3:forces:R:3 method="wB97M-V/def2-TZVPD" e_homo_ha=-0.6146 homo_lumo_gap_ha=0.424 e_lumo_ha=-0.1906 multiplicity=1 total_charge=+3 de_lowest_kcal_mol=2.9
C 11.24425 12.19312 17.16366 -0.057 -1.381 -0.838
C 10.93206 11.06100 16.12115 0.544 0.645 -0.009
C 12.23516 10.32597 15.68639 0.485 0.873 0.777
C 12.69423 10.86145 14.31625 -0.808 -0.756 1.505
N 13.94814 10.24817 13.87180 -0.378 -0.577 -1.366
C 14.31072 10.91714 12.52526 -0.372 -0.351 0.381
C 15.84546 10.78923 12.44720 -0.335 2.546 -0.155
C 16.33964 10.42141 13.81026 -1.950 -1.310 1.139
C 15.08690 10.65407 14.68852 1.767 -1.106 0.820
C 13.78989 8.69032 13.64638 0.589 0.338 0.806
C 12.53108 8.18917 12.94538 0.481 0.788 -0.976
C 12.78742 6.79882 12.39682 -1.342 -1.409 0.512
H 11.52370 11.60602 18.01303 0.114 0.215 1.180
H 10.34658 12.79734 17.35221 0.514 -0.034 0.053
H 12.13792 12.76727 16.86472 -0.614 0.079 -0.058
H 10.47622 11.62162 15.29391 -0.100 -0.797 -0.267
H 10.25483 10.28447 16.51200 -0.076 0.739 -0.065
H 12.12440 9.24919 15.65246 -0.378 -0.228 -0.118
H 12.99906 10.47773 16.51751 -0.639 0.069 -1.145
H 12.83974 11.94722 14.39142 -0.307 -0.566 -0.416
H 11.97703 10.50825 13.57124 -0.251 0.777 0.082
H 13.73116 10.36111 11.76918 0.433 0.513 0.099
H 13.95862 11.97456 12.60757 0.360 -0.986 -0.179
H 16.12375 10.06730 11.74482 0.568 -0.773 -1.346
H 16.26000 11.80817 12.21087 -0.365 -1.136 -0.306
H 16.64500 9.38000 13.88637 0.033 -0.097 -0.094
H 17.12270 10.99515 14.19286 1.311 1.026 0.349
H 15.16124 10.15911 15.66220 -0.351 -0.206 -0.311
H 14.98247 11.69528 14.88058 -0.238 0.983 0.062
H 13.82954 8.15154 14.61868 0.379 0.778 -0.387
H 14.68656 8.44743 13.06490 -0.272 -0.172 0.148
H 12.38306 8.74516 12.03032 -0.383 0.756 -0.120
H 11.62407 8.28624 13.56011 0.400 -0.294 -0.128
H 11.84921 6.33628 12.01398 0.521 0.477 0.294
H 13.13102 6.13107 13.16945 0.128 -0.370 0.452
H 13.49706 6.69259 11.59639 0.438 0.613 -0.376
C 20.67163 21.40136 18.45455 0.604 -0.423 0.017
C 21.21910 20.21072 17.58632 0.160 0.558 2.762
C 20.81009 20.32312 16.16905 -0.466 -1.266 -1.027
C 21.23406 19.01492 15.49950 -3.155 0.012 -0.226
N 20.97555 18.84890 14.02568 0.615 1.185 -1.471
C 21.28152 17.42146 13.61994 0.793 0.150 -0.083
C 22.22320 17.45650 12.40546 0.293 -0.547 0.053
C 22.10847 18.88940 11.86908 0.427 0.614 0.067
C 21.97115 19.66790 13.18929 -0.031 0.386 -0.747
C 19.54687 19.25214 13.53697 1.934 -1.542 1.011
C 18.52649 18.36053 14.19915 -2.236 1.505 -1.640
C 17.11760 18.87941 13.75590 0.055 -0.295 -1.224
H 21.00920 22.33592 17.97702 -0.454 -0.193 0.210
H 21.13285 21.39174 19.46133 -0.242 -0.104 -0.524
H 19.57656 21.38343 18.60173 0.478 0.069 -0.340
H 20.89287 19.23771 18.05092 0.246 0.786 -0.529
H 22.31854 20.26758 17.70189 -0.414 -0.286 -0.244
H 21.33920 21.07022 15.65577 0.603 1.658 -0.402
H 19.73026 20.54308 16.11396 0.322 -0.313 -0.267
H 20.55754 18.27056 15.91042 0.512 -0.484 0.413
H 22.24992 18.79463 15.68438 1.096 -0.333 0.154
H 20.39098 16.88810 13.33736 -0.378 -0.020 0.470
H 21.79175 16.98909 14.47980 -0.355 -0.365 -0.146
H 21.96810 16.62750 11.75212 -0.331 0.315 -0.517
H 23.19269 17.12640 12.77116 0.483 0.760 -0.172
H 21.21761 19.03425 11.25508 -0.300 -0.271 0.276
H 22.85300 19.38163 11.19032 0.074 -1.023 0.948
H 21.65280 20.69382 12.96981 -0.432 -0.243 0.515
H 22.90824 19.76441 13.74537 -0.069 -0.393 -0.099
H 19.56612 18.95085 12.51026 -0.023 0.315 -0.762
H 19.56814 20.33278 13.61936 -0.841 0.023 0.324
H 18.57203 18.34298 15.24484 0.148 0.123 1.610
H 18.56874 17.34380 13.83952 0.328 -0.236 -0.079
H 16.95718 18.80039 12.64144 0.525 0.140 0.984
H 16.89169 19.90406 14.02895 0.320 0.245 0.158
H 16.31627 18.28295 14.14773 -0.250 -0.493 0.483
C 15.66656 17.73009 24.39371 0.810 0.004 0.133
C 15.90082 18.41779 23.05341 -0.809 0.224 -0.911
C 15.11166 17.74837 21.91095 -0.352 -0.878 -0.651
C 15.65836 16.31757 21.60489 -0.257 1.566 -1.263
N 15.06313 15.55911 20.40021 -0.338 -0.380 0.235
C 15.54838 16.14161 19.09803 1.211 1.323 0.076
C 16.82007 15.37315 18.67418 -2.528 -1.037 1.435
C 16.37883 13.90358 19.07412 0.803 1.191 0.298
C 15.60174 14.10324 20.38952 0.088 -0.095 -0.198
C 13.51098 15.62748 20.43548 1.298 0.136 -2.270
C 12.95788 15.02005 21.66305 -0.724 -0.289 1.023
C 11.38196 15.10956 21.66970 1.167 -1.281 -0.102
H 14.64588 17.74612 24.71285 -0.855 0.061 -0.103
H 16.20770 18.20137 25.21235 0.225 0.076 -0.129
H 15.98048 16.67710 24.37964 0.020 0.253 -0.056
H 16.95080 18.44813 22.75932 0.139 -0.063 0.249
H 15.53870 19.46316 22.97427 0.329 -0.424 0.751
H 15.20191 18.33830 20.99238 0.192 0.068 0.106
H 14.03183 17.77758 22.12414 0.311 -0.286 0.237
H 15.62660 15.67317 22.43217 -0.276 -0.840 1.090
H 16.69716 16.49997 21.36610 0.429 -0.366 -0.180
H 14.81634 15.97682 18.32560 -0.539 0.172 -0.070
H 15.74709 17.23876 19.27174 -0.454 -1.150 -0.389
H 16.93729 15.47809 17.61418 0.575 0.173 -0.413
H 17.61104 15.71369 19.31945 0.819 -0.063 -0.274
H 15.70903 13.44978 18.34324 0.261 0.167 -0.209
H 17.29720 13.30869 19.19815 -0.631 -0.120 0.091
H 14.82432 13.35302 20.51611 -0.436 0.413 -0.288
H 16.19243 13.96794 21.27823 0.576 0.248 0.221
H 13.22034 15.20625 19.41941 0.016 0.067 1.450
H 13.30168 16.70096 20.36687 -0.109 -0.200 0.091
H 13.33058 15.62055 22.48812 0.073 -0.022 0.321
H 13.36898 13.97663 21.82723 -0.931 1.051 -0.195
H 11.01068 14.87088 22.68654 0.111 -0.075 -0.762
H 11.12387 14.31271 20.93050 -0.685 0.812 0.649
H 10.98303 16.10064 21.39685 0.372 -0.449 -0.111
C 11.18379 20.42048 16.46427 0.544 -1.047 0.681
C 10.08814 20.21767 15.48049 -0.765 0.377 -2.259
C 10.01571 18.81187 14.79806 1.021 -0.337 1.214
C 9.34985 18.80806 13.45006 -0.234 0.554 0.132
N 9.55534 17.54028 12.67180 -1.013 -0.481 -0.294
C 10.96663 17.30980 12.29769 0.655 -1.317 0.129
C 10.92934 16.27317 11.16129 -0.841 1.025 -0.646
C 9.60022 16.63783 10.38586 0.102 0.029 0.854
C 8.90944 17.69274 11.28349 -0.601 -0.638 0.538
C 9.04861 16.25244 13.40929 0.626 -0.229 -1.765
C 7.68410 16.36834 13.97133 0.486 -0.763 1.626
C 7.31429 15.25172 14.95838 -0.795 0.587 0.696
H 11.15548 19.64481 17.26055 0.162 0.223 -0.539
H 10.99087 21.33833 16.98656 0.352 0.656 0.111
H 12.15682 20.40727 15.96500 0.015 0.119 0.352
H 10.17524 20.98767 14.64355 -0.003 -0.768 0.980
H 9.16689 20.47553 15.99061 -0.492 -0.266 -0.169
H 9.48896 18.12074 15.46213 0.015 0.024 0.115
H 11.05276 18.37649 14.72736 -0.806 0.595 -0.070
H 9.69077 19.69651 12.90496 0.371 -0.588 -0.504
H 8.27772 18.97904 13.50690 -0.176 -0.219 0.216
H 11.55101 16.92347 13.14958 -0.203 0.607 -0.375
H 11.28361 18.26753 11.93599 0.713 0.428 -0.123
H 10.91577 15.26138 11.50856 -0.147 -0.523 0.469
H 11.81626 16.33363 10.53932 0.034 0.283 -0.102
H 8.95707 15.76375 10.15995 0.421 0.557 0.233
H 9.80750 17.16217 9.47484 0.237 -0.110 -0.707
H 7.81402 17.59818 11.35523 0.454 -0.145 0.163
H 9.09555 18.72412 10.97892 0.249 -0.180 -0.053
H 9.83492 15.99827 14.13664 -0.433 0.214 -0.084
H 9.02686 15.46287 12.63642 0.403 0.394 0.270
H 6.87756 16.49685 13.30748 -0.664 0.082 -1.374
H 7.72056 17.23273 14.56248 -0.386 1.427 1.009
H 8.05702 15.14566 15.75654 -0.035 0.105 -0.126
H 7.14734 14.26408 14.53924 -0.040 0.025 -0.307
H 6.36100 15.60794 15.43824 0.845 -0.688 -0.333
As 14.10778 15.20062 14.85404 -0.071 0.861 -1.470
F 12.40367 15.68718 14.70351 0.893 -0.560 0.717
F 14.52061 16.73254 15.58406 -0.162 -0.573 0.190
F 15.74725 14.64779 14.86245 0.114 0.227 -0.199
F 13.66095 13.64277 14.09307 0.244 1.259 0.386
F 14.35956 16.04143 13.26556 -0.217 -1.309 1.318
F 13.99454 14.47185 16.46773 -0.661 0.416 -0.741

---

162
Properties=species:S:1:pos:R:3:forces:R:3 method="wB97M-V/def2-TZVPD" e_homo_ha="-0.4055 / -0.4054" s_squared=0.756 homo_lumo_gap_ha="0.343 / 0.115" e_lumo_ha="-0.0622 / -0.2902" multiplicity=2 total_charge=+1
C -0.71229 0.98594 -4.41245 -0.543 -0.186 -1.247
O -0.42909 1.37542 -3.10690 0.292 -0.536 1.794
C -1.07412 0.52570 -2.15110 -0.592 -0.248 0.752
C -0.51863 0.61086 -0.67699 -0.415 1.116 -1.656
O 0.47703 -0.37008 -0.55112 1.526 -0.886 -0.164
C 1.60889 -0.13182 0.26313 -2.200 -1.080 0.139
C 2.64664 0.83337 -0.34762 1.445 0.839 -0.288
O 3.55618 0.37908 -1.31354 0.192 -0.448 0.485
C 3.13460 -0.39144 -2.41822 -1.442 1.073 -0.206
H -1.23809 0.03214 -4.45603 0.482 -0.438 0.039
H 0.20108 0.98681 -5.00731 0.047 -0.260 0.065
H -1.41510 1.63181 -4.93878 -0.042 0.642 0.283
H -1.07675 -0.52984 -2.42298 1.013 -0.312 -0.250
H -2.15342 0.64922 -2.24023 -0.299 0.890 0.660
H -1.27648 0.52259 0.10145 -0.265 -0.565 -0.083
H -0.13291 1.60457 -0.44927 0.400 0.288 -0.239
H 2.04551 -1.09077 0.54216 0.271 -0.124 -0.542
H 1.19178 0.21150 1.20984 0.700 1.031 0.221
H 3.32634 1.20236 0.42045 -0.416 0.019 0.260
H 2.11179 1.67642 -0.78501 -0.503 0.202 -0.132
H 2.96164 -1.39107 -2.01954 0.107 -0.576 -0.287
H 3.80668 -0.35473 -3.27558 0.532 -0.131 0.654
H 2.18823 0.03825 -2.74663 -0.300 -0.308 -0.147
C 1.63622 -3.34451 -3.57657 -1.280 1.378 0.757
O 2.79664 -3.56034 -2.80121 -0.402 -0.921 0.794
C 2.51630 -4.01230 -1.43957 0.630 -0.513 -1.298
C 3.84641 -4.41872 -0.85657 0.051 -0.427 -1.212
O 4.34952 -5.57110 -1.55383 -1.598 0.451 0.568
C 5.57491 -6.03669 -1.05948 0.556 -0.920 -1.300
C 5.96364 -7.40606 -1.66351 0.365 0.142 0.522
O 5.24293 -8.51320 -1.13961 2.387 1.351 1.082
C 4.05945 -8.70333 -1.78904 -1.144 -0.926 -0.129
H 1.77823 -3.13459 -4.63670 0.660 -0.537 0.250
H 1.16617 -2.45015 -3.16756 -0.150 0.846 -0.041
H 0.77518 -3.99942 -3.44311 0.642 -1.092 -0.153
H 1.87592 -4.89272 -1.38588 -0.371 0.036 -0.545
H 2.05191 -3.22028 -0.85210 -0.069 0.272 0.106
H 3.69198 -4.64573 0.19828 0.412 0.217 0.256
H 4.48459 -3.56810 -1.09590 0.620 0.106 0.695
H 5.58224 -6.15134 0.02445 0.082 0.317 0.156
H 6.31603 -5.35297 -1.47344 0.606 0.270 0.674
H 7.02682 -7.54622 -1.46833 0.041 -0.146 0.818
H 6.03555 -7.39800 -2.75110 -0.980 0.104 -0.381
H 3.43881 -7.80828 -1.74660 -0.067 0.022 -0.686
H 3.52839 -9.47526 -1.23207 -0.084 -0.166 -0.152
H 4.34697 -9.10059 -2.76249 -0.931 0.268 -0.599
C -2.44863 9.49409 3.63366 -0.196 0.857 0.619
O -2.08358 9.39118 2.28658 0.352 0.208 -0.778
C -1.24827 8.26742 2.06446 0.582 0.497 0.829
C -1.98889 6.97601 2.24775 0.590 -2.339 0.057
O -1.36088 5.82522 1.58437 -0.546 0.757 -0.413
C -1.40593 5.76329 0.17686 -0.369 0.123 -0.552
C -0.44282 4.70094 -0.33493 1.127 0.665 0.116
O 0.95075 4.92003 -0.01296 -1.052 -0.870 -0.533
C 1.14998 4.65656 1.34658 0.331 0.484 1.297
H -2.76278 10.48969 3.94703 -0.507 0.370 -1.032
H -1.57811 9.46434 4.28894 0.183 -1.199 0.186
H -3.29393 8.83728 3.83902 0.341 -0.363 0.556
H -0.47257 8.28167 2.83009 0.328 0.067 0.135
H -0.68280 8.34269 1.13565 -0.624 0.172 -0.332
H -3.06193 7.07629 2.08459 -0.068 -0.111 -0.523
H -1.84431 6.55831 3.24410 -0.448 0.759 0.403
H -1.35494 6.76327 -0.25388 0.619 0.009 -0.234
H -2.35064 5.36707 -0.19547 -0.743 0.013 0.211
H -0.45302 4.53993 -1.41293 -0.340 0.495 -0.092
H -0.81724 3.77510 0.10181 0.328 -0.364 0.278
H 2.17892 4.40733 1.60591 0.265 0.074 -0.576
H 0.53444 3.83822 1.72013 -0.159 -0.160 -0.146
H 0.87515 5.54625 1.91317 0.126 -0.141 0.273
C -7.06431 -5.19478 4.04654 0.510 -0.919 -0.629
O -6.19530 -5.57245 2.96033 -0.097 1.807 0.820
C -5.13256 -4.61987 2.96545 0.629 -0.631 -1.394
C -4.20191 -4.98983 1.83484 0.726 -1.038 -1.357
O -4.61530 -4.69136 0.46975 -1.063 1.344 0.693
C -5.24192 -3.40008 0.27815 1.208 -0.916 -0.629
C -4.20621 -2.31268 0.30428 0.061 0.727 0.695
O -3.71020 -2.17422 1.62280 -0.861 -0.162 0.659
C -2.57199 -1.40221 1.82358 0.259 -0.108 -0.110
H -6.40444 -5.12690 4.91145 -0.493 -0.160 0.545
H -7.80855 -5.98936 4.09991 0.049 0.164 0.395
H -7.55463 -4.23072 3.91134 0.004 0.115 -0.295
H -4.55798 -4.59014 3.89123 0.012 -0.538 0.366
H -5.42229 -3.57697 2.83693 -0.634 0.005 -0.029
H -4.05751 -6.06349 1.71442 -0.534 -0.293 0.678
H -3.16408 -4.69051 1.98118 -0.115 0.871 0.201
H -6.09496 -3.20562 0.92823 0.180 -0.068 0.271
H -5.62916 -3.35934 -0.73993 -0.114 -0.505 -0.104
H -4.69784 -1.40064 -0.03421 -0.054 0.516 0.027
H -3.37545 -2.48854 -0.37911 0.099 -0.416 -0.201
H -2.20458 -1.52275 2.84269 -0.149 -0.381 0.044
H -2.73754 -0.32817 1.73903 -0.093 0.223 -0.493
H -1.81348 -1.77547 1.13550 0.503 0.391 -0.152
O -1.31848 1.99776 2.08290 -1.125 1.417 0.409
C -2.26309 2.78588 2.23410 0.916 -0.885 1.577
O -2.35278 3.70840 3.21102 -0.602 -0.458 -0.533
C -1.34521 3.84646 4.24128 0.647 -1.930 -0.356
C -1.42991 2.65203 5.20261 -1.604 0.927 -0.019
C -3.45455 2.75603 1.32696 0.425 0.891 -0.599
H -1.50264 4.81645 4.71291 0.220 -0.141 -0.324
H -0.39537 3.64300 3.74680 0.260 1.210 -0.048
H -2.48821 2.54359 5.44000 -0.239 -0.399 -0.146
H -1.03685 2.87235 6.19511 0.833 -0.264 -0.335
H -1.08508 1.77650 4.65249 0.219 -0.081 0.666
H -4.26347 2.05172 1.52115 0.523 -0.367 0.309
H -2.93853 2.54962 0.38929 -0.702 -0.201 -0.342
H -3.94059 3.72956 1.26290 0.187 0.099 0.038
O -5.91611 6.48110 -3.47697 -0.722 -0.057 -0.395
C -6.26363 5.33829 -3.66797 0.680 0.999 0.204
O -5.49259 4.34447 -3.24697 1.598 -1.394 0.175
C -4.10833 4.58539 -2.78131 -0.190 -0.100 0.461
C -3.64291 3.24759 -2.23003 -0.401 -0.404 0.018
C -7.50414 4.88203 -4.44060 1.090 0.972 1.117
H -4.02542 5.43391 -2.10215 -0.589 -0.177 0.265
H -3.38542 4.83744 -3.55717 -0.675 0.100 -0.759
H -4.19431 2.86466 -1.37131 -0.371 0.295 -0.118
H -2.59716 3.19783 -1.92667 0.175 0.437 -0.288
H -3.79146 2.54066 -3.04630 0.133 -0.248 0.060
H -8.35874 5.19244 -3.83944 -0.142 -0.186 -0.155
H -7.48742 3.80815 -4.62663 -0.097 0.340 -0.269
H -7.42795 5.56689 -5.28515 -0.500 -0.566 -0.455
O 7.12124 0.78473 4.01040 -0.984 -0.621 -0.538
C 7.62619 0.75419 2.91761 1.253 1.015 0.831
O 7.12657 0.28568 1.77003 2.161 0.722 -1.013
C 5.87547 -0.24939 1.69007 -1.428 -1.387 2.833
C 5.67989 -1.31984 0.67528 -0.248 0.015 -1.819
C 8.99197 1.34840 2.69441 0.181 -0.365 -0.562
H 5.15342 0.56658 1.65948 -0.286 -0.125 -0.299
H 5.73097 -0.75965 2.64237 -0.478 0.250 0.438
H 6.52046 -1.93790 0.35979 0.526 0.476 0.410
H 5.33585 -0.80025 -0.21902 -0.157 -0.557 -0.408
H 4.95790 -2.07389 0.98870 -0.381 0.391 0.140
H 9.48866 0.79254 1.89916 0.165 0.071 0.079
H 9.58606 1.33653 3.60820 -0.229 0.000 -0.094
H 8.88571 2.37296 2.33790 -0.062 0.055 0.090
O -0.02376 -3.97174 -5.98257 0.143 1.202 -3.658
C -0.08530 -3.82986 -7.23379 -1.424 -1.093 3.330
O -0.87261 -2.91203 -7.85103 1.301 -1.956 -1.668
C -1.41712 -1.77561 -7.23944 0.186 -0.722 1.737
C -2.57094 -2.13288 -6.29295 -0.438 0.445 0.804
C 0.46637 -4.88614 -8.15974 0.755 -0.563 -0.986
H -1.71485 -1.08206 -8.02585 -0.082 -0.280 -0.009
H -0.53742 -1.38151 -6.73061 -0.436 0.750 0.580
H -2.97033 -1.20015 -5.89472 -0.368 0.191 -0.294
H -2.39381 -2.69922 -5.37863 1.218 -0.035 -0.125
H -3.39048 -2.73891 -6.67922 0.042 0.446 -0.918
H 0.46997 -4.66971 -9.22803 -0.358 0.492 0.159
H 0.00287 -5.86862 -8.07025 -0.902 0.336 0.372
H 1.48280 -5.22912 -7.96654 0.283 0.826 0.601
O 2.52328 -0.83313 3.20946 0.030 -0.520 1.565
C 2.77356 -1.45596 4.25518 0.239 0.818 -2.489
O 3.57129 -0.97329 5.19352 -0.790 -2.133 0.390
C 4.00730 0.34423 5.25829 0.703 2.272 0.943
C 3.53866 0.93071 6.60548 -0.489 -0.284 0.384
C 2.38167 -2.93240 4.38026 0.438 1.525 -0.634
H 3.63622 0.96090 4.43968 -0.282 -0.248 -0.068
H 5.09298 0.39784 5.17748 -0.003 -0.468 0.014
H 3.61140 0.28501 7.48062 0.317 -0.811 -0.423
H 2.46496 1.10740 6.54195 -0.026 0.483 -0.016
H 4.07256 1.79422 7.00222 -0.048 0.404 -0.850
H 2.12886 -3.17089 3.34716 -0.046 -0.348 0.181
H 1.48734 -3.06182 4.98979 0.444 -0.230 0.332
H 3.30388 -3.43857 4.66559 -0.501 -0.426 0.453